*P*
Computed, not measured: a cluster of 2 separate species, C4H15N2O in total, with wB97M-V/def2-TZVPD.

Cartesian coordinates (Å):
1 C -1.22 -0.13 -1.75
2 C -0.61 1.18 -1.37
3 C 0.79 1.06 -0.69
4 C 2.09 0.22 1.23
5 N 0.77 0.20 0.62
6 N -1.53 -0.97 -0.60
7 H -0.48 -0.70 -2.45
8 H -2.17 0.09 -2.25
9 H -0.62 1.75 -2.26
10 H -1.19 1.73 -0.55
11 H 1.12 2.10 -0.35
12 H 1.59 0.81 -1.42
13 H 2.51 1.25 1.38
14 H 2.80 -0.42 0.59
15 H 2.05 -0.22 2.24
16 H -0.05 0.48 1.30
17 H 0.39 -0.77 0.54
18 H -2.41 -0.67 -0.25
19 H -1.77 -1.92 -0.91
20 H -0.12 -2.17 2.44
21 H -1.40 -1.55 2.15
22 O -0.53 -1.33 2.36

The value obtained for the orbital gap is 10.963 eV. Its total charge is +1.

---

*Q*
Computed, not measured: a cluster of 2 separate species, C4H15N2O in total, with wB97M-V/def2-TZVPD.

Cartesian coordinates (Å):
1 C -0.87 0.61 -1.15
2 N -1.26 -0.70 -0.58
3 C -2.59 -1.16 -0.94
4 C 0.57 0.79 -0.78
5 N 0.74 0.61 0.71
6 C 1.18 1.92 1.36
7 H -1.05 0.73 -2.28
8 H -1.45 1.50 -0.78
9 H -0.57 -1.45 -0.94
10 H -3.09 -1.34 0.03
11 H -3.34 -0.45 -1.35
12 H -2.45 -2.09 -1.44
13 H 1.04 -0.07 -1.31
14 H 0.87 1.83 -1.17
15 H 1.41 -0.06 1.02
16 H -0.19 0.32 1.00
17 H 0.81 1.90 2.48
18 H 2.28 2.18 1.41
19 H 0.61 2.92 0.95
20 H 1.79 -1.93 0.13
21 H 2.51 -2.24 1.42
22 O 1.84 -1.75 1.11

The value obtained for the orbital gap is 10.055 eV. Its total charge is +1.

---

Which of them is most stable? Easy: *P*.

---

*P*
Computed, not measured: a cluster of 2 separate species, C4H15N2O in total, with wB97M-V/def2-TZVPD.

Cartesian coordinates (Å):
1 N -1.10 -0.25 0.55
2 C -1.47 0.00 -0.87
3 C -0.97 1.44 -1.26
4 N 0.19 1.73 -0.43
5 C 1.42 1.02 -0.81
6 C 2.28 0.52 0.40
7 H -0.17 0.20 0.70
8 H -1.21 -1.23 0.81
9 H -1.55 0.28 1.31
10 H -1.03 -0.79 -1.47
11 H -2.55 -0.12 -0.93
12 H -1.76 2.18 -1.15
13 H -0.75 1.47 -2.34
14 H 0.30 2.72 -0.31
15 H 2.04 1.75 -1.33
16 H 1.42 0.28 -1.62
17 H 2.00 1.01 1.33
18 H 2.26 -0.57 0.49
19 H 3.29 0.86 0.17
20 H 0.11 -4.40 1.70
21 H -0.52 -3.66 2.77
22 O -0.40 -3.58 1.80

The value obtained for the orbital gap is 10.376 eV. Its total charge is +1.

---

*Q*
Computed, not measured: a cluster of 2 separate species, C4H15N2O in total, with wB97M-V/def2-TZVPD.

Cartesian coordinates (Å):
1 C -2.31 0.15 0.69
2 C -0.97 -0.21 -0.05
3 C -0.75 1.00 -0.98
4 C 0.40 0.96 -1.97
5 N 1.57 0.22 -1.41
6 N 0.28 -0.09 1.03
7 H -2.29 1.23 0.92
8 H -2.60 -0.52 1.45
9 H -3.28 0.14 0.01
10 H -0.93 -1.23 -0.44
11 H -1.75 1.11 -1.33
12 H -0.98 2.00 -0.40
13 H 0.85 1.91 -2.30
14 H 0.09 0.46 -2.92
15 H 2.47 0.57 -1.34
16 H 1.61 -0.77 -1.69
17 H 0.28 -1.04 1.56
18 H -0.03 0.82 1.54
19 H 1.20 0.14 0.57
20 H 2.75 -1.64 2.42
21 H 2.39 -3.02 2.41
22 O 1.98 -2.20 2.26

The value obtained for the orbital gap is 10.594 eV. Its total charge is +1.

---

Which of them is most stable? Easy: *P*.

---

*P*
Computed, not measured: a cluster of 2 separate species, C2H6NOS in total, with wB97M-V/def2-TZVPD.

Cartesian coordinates (Å):
1 C 0.50 -0.74 -2.27
2 C 0.18 0.80 0.28
3 N -0.45 -0.22 1.50
4 O 1.07 0.17 -0.36
5 S -0.82 -0.12 -2.68
6 H 1.40 -1.31 -2.31
7 H -0.74 1.08 -0.28
8 H 0.54 1.64 0.89
9 H 0.12 -1.07 1.47
10 H -1.44 -0.46 1.35
11 H -0.36 0.22 2.42

The value obtained for the orbital gap is 8.281 eV. Its total charge is +1.

---

*Q*
Computed, not measured: the ion C2H6NOS with charge +1, with wB97M-V/def2-TZVPD.

Cartesian coordinates (Å):
1 C -1.21 -0.23 -1.40
2 C -0.45 0.55 -0.35
3 N 0.69 -0.31 0.34
4 O -3.35 -1.27 -2.32
5 S -2.72 -0.83 -1.08
6 H -0.98 -0.31 -2.51
7 H -1.17 0.81 0.43
8 H -0.04 1.46 -0.82
9 H 1.14 -1.06 -0.15
10 H 0.28 -0.80 1.16
11 H 1.50 0.32 0.52

The value obtained for the orbital gap is 9.141 eV. Its total charge is +1.

---

Which of them is most stable? Easy: *Q*.

---

*P*
Computed, not measured: the ion C9H10ClN2 with charge +1, with wB97M-V/def2-TZVPD.

Cartesian coordinates (Å):
1 C 1.64 -1.40 2.80
2 C 0.85 -0.41 2.29
3 C 2.34 -2.34 0.59
4 C 2.32 -2.39 1.96
5 C 1.46 -1.31 0.05
6 C 0.71 -0.34 0.89
7 C 0.40 0.02 -1.28
8 C -0.86 -0.18 -2.14
9 C -0.85 1.42 0.43
10 N 1.25 -1.09 -1.23
11 N 0.04 0.41 0.12
12 Cl 3.36 -3.49 2.67
13 H 1.77 -1.41 3.79
14 H 0.36 0.32 2.78
15 H 2.68 -3.15 -0.01
16 H 0.91 0.86 -1.81
17 H -1.54 -0.65 -1.40
18 H -0.72 -1.05 -2.88
19 H -1.13 0.66 -2.80
20 H -1.88 1.25 -0.05
21 H -0.41 2.38 0.08
22 H -0.86 1.39 1.46

The value obtained for the orbital gap is 7.233 eV. Its total charge is +1.

---

*Q*
Computed, not measured: the ion C9H10ClN2 with charge +1, with wB97M-V/def2-TZVPD.

Cartesian coordinates (Å):
1 C 3.43 1.24 0.17
2 C 2.13 1.68 0.18
3 C 2.81 -1.13 -0.23
4 C 3.74 -0.14 -0.02
5 C 1.45 -0.79 -0.11
6 C 1.09 0.65 0.17
7 C -0.61 -1.72 -0.62
8 C -1.86 -2.32 -0.01
9 C -0.82 2.03 0.20
10 N 0.57 -1.71 -0.14
11 N -0.18 0.80 0.06
12 Cl 5.39 -0.46 -0.14
13 H 4.26 2.05 0.41
14 H 1.91 2.68 0.34
15 H 3.02 -2.11 -0.42
16 H -0.77 -1.40 -1.66
17 H -1.81 -2.60 1.05
18 H -2.23 -3.30 -0.54
19 H -2.61 -1.58 -0.16
20 H -1.55 2.09 -0.72
21 H -0.26 2.87 0.20
22 H -1.34 2.08 1.15

The value obtained for the orbital gap (alpha / beta) is 7.247 / 7.250 eV. Its total charge is +1.

---

Which of them is most stable? Easy: *P*.

---

*P*
Computed, not measured: a structure of composition C34H47BN10OPbS6, with wB97M-V/def2-TZVPD.

Cartesian coordinates (Å):
1 Pb 0.00 -0.10 0.02
2 C 5.28 -1.45 0.31
3 C 4.52 -0.25 0.80
4 C 5.16 0.97 0.96
5 C 4.40 2.07 1.35
6 N 3.12 1.96 1.63
7 N 2.51 0.79 1.51
8 B 1.02 0.91 1.82
9 N 0.49 -0.24 2.88
10 N 1.42 -0.27 3.86
11 C 1.33 -1.12 4.84
12 C 0.19 -1.96 4.96
13 C -0.74 -1.98 3.97
14 C -1.90 -2.91 4.04
15 C -0.55 -1.12 2.84
16 S -1.63 -1.39 1.52
17 C 2.48 -1.23 5.83
18 C 1.99 -0.76 7.21
19 C 3.67 -0.40 5.37
20 C 2.92 -2.70 5.91
21 N 0.47 2.24 2.34
22 N 1.14 2.64 3.47
23 C 0.76 3.70 4.09
24 C -0.32 4.51 3.60
25 C -1.02 4.12 2.53
26 C -2.18 4.91 2.03
27 C -0.66 2.86 1.87
28 S -1.62 2.38 0.63
29 C 1.43 4.10 5.40
30 C 2.41 3.04 5.85
31 C 0.35 4.25 6.48
32 C 2.15 5.44 5.22
33 C 3.15 -0.32 1.06
34 S 2.28 -1.83 0.77
35 C 4.96 3.48 1.49
36 C 4.80 3.91 2.95
37 C 4.15 4.42 0.59
38 C 6.44 3.56 1.09
39 H 6.33 -1.18 0.15
40 H 4.86 -1.81 -0.62
41 H 5.23 -2.26 1.03
42 H 6.21 1.06 0.74
43 H 0.10 -2.63 5.80
44 H -1.87 -3.49 4.96
45 H -1.89 -3.60 3.19
46 H -2.85 -2.37 3.99
47 H 1.66 0.27 7.19
48 H 2.80 -0.85 7.94
49 H 1.16 -1.37 7.57
50 H 3.42 0.65 5.26
51 H 4.04 -0.75 4.41
52 H 4.48 -0.49 6.10
53 H 2.12 -3.35 6.27
54 H 3.75 -2.79 6.61
55 H 3.25 -3.06 4.94
56 H -0.58 5.42 4.12
57 H -2.31 5.81 2.64
58 H -3.10 4.32 2.06
59 H -2.03 5.21 0.99
60 H 1.90 2.09 6.01
61 H 2.87 3.35 6.79
62 H 3.20 2.88 5.12
63 H -0.20 3.31 6.62
64 H -0.38 5.03 6.26
65 H 0.82 4.51 7.43
66 H 2.92 5.38 4.46
67 H 2.62 5.74 6.16
68 H 1.46 6.24 4.93
69 H 3.75 3.89 3.22
70 H 5.18 4.93 3.08
71 H 5.34 3.25 3.63
72 H 3.10 4.40 0.86
73 H 4.23 4.12 -0.46
74 H 4.52 5.44 0.69
75 H 7.06 2.93 1.73
76 H 6.78 4.58 1.21
77 H 6.60 3.26 0.05
78 S -1.13 -1.37 -2.05
79 C -0.10 -1.00 -3.38
80 C -0.38 -1.77 -4.55
81 N -0.62 -2.41 -5.48
82 C 0.90 -0.06 -3.44
83 S 1.38 1.00 -2.19
84 C 1.62 0.07 -4.67
85 N 2.21 0.20 -5.65
86 C -1.69 4.76 -3.19
87 N -2.67 3.90 -3.81
88 C -2.79 2.59 -3.48
89 S -1.88 1.87 -2.28
90 N -3.69 1.88 -4.19
91 C -4.58 2.42 -5.20
92 H -1.88 5.78 -3.52
93 H -0.67 4.47 -3.47
94 H -1.78 4.70 -2.11
95 H -3.10 4.22 -4.66
96 H -3.76 0.91 -3.93
97 H -5.19 3.24 -4.80
98 H -5.25 1.63 -5.53
99 H -4.03 2.77 -6.08
100 O 1.50 -1.65 -0.57

The value obtained for the orbital gap is 4.852 eV.

---

*Q*
Computed, not measured: a structure of composition C34H47BN10OPbS6, with wB97M-V/def2-TZVPD.

Cartesian coordinates (Å):
1 Pb -2.05 1.32 1.24
2 C 2.34 4.41 -0.21
3 C 2.14 2.98 -0.57
4 C 2.91 2.33 -1.46
5 C 2.66 0.97 -1.78
6 N 1.70 0.29 -1.24
7 N 0.88 0.90 -0.32
8 B -0.26 0.05 0.32
9 N -1.36 -0.63 -0.74
10 N -0.56 -1.51 -1.37
11 C -1.01 -2.33 -2.29
12 C -2.34 -2.25 -2.72
13 C -3.18 -1.40 -2.09
14 C -4.63 -1.34 -2.49
15 C -2.69 -0.58 -1.03
16 S -3.98 0.39 -0.25
17 C -0.08 -3.38 -2.85
18 C 0.26 -3.02 -4.31
19 C -0.75 -4.76 -2.82
20 C 1.18 -3.46 -2.00
21 N 0.20 -0.98 1.33
22 N 1.55 -1.11 1.28
23 C 2.16 -1.98 2.02
24 C 1.44 -2.81 2.92
25 C 0.09 -2.71 3.01
26 C -0.72 -3.55 3.94
27 C -0.57 -1.76 2.17
28 S -2.28 -1.56 2.23
29 C 3.67 -2.05 1.83
30 C 3.94 -2.39 0.36
31 C 4.32 -3.11 2.72
32 C 4.28 -0.68 2.15
33 C 1.07 2.23 0.04
34 S 0.07 3.04 1.15
35 C 3.61 0.37 -2.82
36 C 3.28 -1.08 -3.16
37 C 3.51 1.19 -4.12
38 C 5.04 0.42 -2.28
39 H 3.19 4.82 -0.76
40 H 2.53 4.51 0.86
41 H 1.45 4.99 -0.43
42 H 3.72 2.86 -1.94
43 H -2.71 -2.90 -3.51
44 H -4.81 -2.04 -3.31
45 H -4.90 -0.34 -2.82
46 H -5.28 -1.62 -1.67
47 H -0.64 -3.00 -4.93
48 H 0.94 -3.77 -4.72
49 H 0.74 -2.05 -4.37
50 H -1.65 -4.81 -3.44
51 H -1.03 -5.03 -1.80
52 H -0.06 -5.51 -3.20
53 H 1.66 -2.50 -1.91
54 H 1.88 -4.18 -2.42
55 H 0.93 -3.78 -0.98
56 H 1.95 -3.54 3.54
57 H -0.07 -4.22 4.50
58 H -1.44 -4.15 3.38
59 H -1.27 -2.92 4.64
60 H 3.51 -3.36 0.09
61 H 5.02 -2.43 0.18
62 H 3.51 -1.63 -0.28
63 H 3.93 -4.11 2.50
64 H 4.16 -2.90 3.78
65 H 5.39 -3.12 2.53
66 H 3.85 0.09 1.50
67 H 5.36 -0.70 1.99
68 H 4.09 -0.40 3.18
69 H 2.29 -1.16 -3.59
70 H 3.35 -1.72 -2.29
71 H 4.00 -1.44 -3.90
72 H 2.49 1.16 -4.51
73 H 4.18 0.77 -4.87
74 H 3.79 2.23 -3.97
75 H 5.12 -0.16 -1.36
76 H 5.37 1.43 -2.06
77 H 5.73 0.00 -3.01
78 S -2.46 0.30 3.75
79 C -2.46 1.33 5.19
80 C -2.22 0.81 6.49
81 N -2.02 0.37 7.53
82 C -2.68 2.62 4.86
83 S -2.93 3.11 3.19
84 C -2.70 3.67 5.84
85 N -2.72 4.52 6.62
86 C -5.78 4.91 -0.83
87 N -4.42 4.78 -0.34
88 C -3.94 4.65 0.89
89 S -2.11 4.41 0.97
90 N -4.70 4.68 1.99
91 C -6.12 4.92 2.17
92 H -5.74 4.94 -1.92
93 H -6.25 5.82 -0.48
94 H -6.39 4.05 -0.54
95 H -3.69 4.71 -1.04
96 H -4.13 4.57 2.88
97 H -6.73 4.15 1.70
98 H -6.42 5.90 1.79
99 H -6.32 4.90 3.24
100 O -3.16 2.05 -0.43

The value obtained for the orbital gap is 4.467 eV.

---

Which of them is most stable? Easy: *P*.

---

*P*
Computed, not measured: a cluster of 2 separate species, C5H14NO2 in total, with wB97M-V/def2-TZVPD.

Cartesian coordinates (Å):
1 C 1.46 -0.84 -2.03
2 N 2.05 -0.26 -0.87
3 C 1.14 0.13 0.26
4 C -0.08 0.90 -0.25
5 C -0.94 1.51 0.90
6 O -1.67 0.59 1.60
7 C 0.75 -1.11 1.02
8 H 0.91 -0.18 -2.72
9 H 0.71 -1.60 -1.77
10 H 2.20 -1.40 -2.59
11 H 2.69 0.48 -1.11
12 H 1.77 0.81 0.84
13 H 0.32 1.71 -0.88
14 H -0.72 0.23 -0.84
15 H -0.19 2.08 1.52
16 H -1.59 2.27 0.42
17 H 1.46 -1.32 1.83
18 H 0.62 -1.95 0.34
19 H -0.21 -0.91 1.51
20 H -3.08 0.24 0.85
21 H -3.66 -1.07 1.21
22 O -3.96 -0.27 0.76

The value obtained for the orbital gap is 6.960 eV. Its total charge is -1.

---

*Q*
Computed, not measured: a cluster of 2 separate species, C5H14NO2 in total, with wB97M-V/def2-TZVPD.

Cartesian coordinates (Å):
1 C 0.30 -0.23 -0.05
2 C 0.02 0.28 -1.51
3 C 1.33 0.85 -2.05
4 C -0.92 1.43 -1.74
5 N -0.56 -1.40 0.36
6 C 0.20 -2.07 1.55
7 O 0.33 -1.12 2.53
8 H 1.35 -0.57 -0.13
9 H 0.12 0.45 0.78
10 H -0.22 -0.56 -2.09
11 H 1.40 2.02 -1.82
12 H 1.28 0.68 -3.10
13 H 2.15 0.45 -1.56
14 H -1.70 1.06 -0.98
15 H -0.51 2.31 -1.45
16 H -1.46 1.53 -2.68
17 H -1.29 -0.99 0.84
18 H -0.47 -2.85 1.77
19 H 1.16 -2.62 1.25
20 H -0.49 0.35 2.60
21 H -0.89 0.31 4.13
22 O -1.13 0.69 3.35

The value obtained for the orbital gap is 6.890 eV. Its total charge is -1.

---

*R*
Computed, not measured: a cluster of 2 separate species, C5H14NO2 in total, with wB97M-V/def2-TZVPD.

Cartesian coordinates (Å):
1 C -2.27 -0.51 1.23
2 N -1.22 0.30 1.85
3 C -0.05 0.56 0.98
4 C 0.56 -0.67 0.28
5 C 1.97 -0.33 -0.33
6 O 1.89 0.37 -1.48
7 C -0.51 1.66 -0.04
8 H -1.96 -1.46 0.79
9 H -2.81 -0.01 0.42
10 H -3.03 -0.69 1.99
11 H -1.02 -0.16 2.73
12 H 0.71 0.99 1.64
13 H 0.61 -1.41 1.10
14 H -0.02 -0.98 -0.58
15 H 2.51 0.23 0.49
16 H 2.48 -1.32 -0.50
17 H 0.12 2.54 0.15
18 H -1.55 1.96 0.02
19 H -0.21 1.36 -1.04
20 H 1.81 -0.48 -2.70
21 H 0.51 -0.91 -3.47
22 O 1.46 -1.04 -3.52

The value obtained for the orbital gap is 7.095 eV. Its total charge is -1.

---

Which of them is most stable? Easy: *P*.

---

*P*
Computed, not measured: a cluster of 2 separate species, C5H14NO2 in total, with wB97M-V/def2-TZVPD.

Cartesian coordinates (Å):
1 C -0.22 1.90 0.63
2 N -0.40 0.62 1.27
3 C -1.75 0.00 1.05
4 C -1.60 -1.20 0.18
5 C -0.78 -1.07 -1.22
6 O 0.34 -1.84 -1.18
7 C 1.27 2.26 0.46
8 H -0.71 1.97 -0.35
9 H -0.66 2.73 1.21
10 H 0.29 0.00 0.84
11 H -2.18 -0.30 2.01
12 H -2.33 0.84 0.65
13 H -0.95 -1.94 0.64
14 H -2.54 -1.71 -0.06
15 H -1.47 -1.56 -1.95
16 H -0.65 0.00 -1.43
17 H 1.26 3.22 -0.05
18 H 1.78 2.34 1.42
19 H 1.78 1.47 -0.10
20 H 2.96 -0.83 -0.12
21 H 1.64 -1.11 -1.00
22 O 2.54 -0.64 -0.94

The value obtained for the orbital gap is 7.267 eV. Its total charge is -1.

---

*Q*
Computed, not measured: a cluster of 2 separate species, C5H14NO2 in total, with wB97M-V/def2-TZVPD.

Cartesian coordinates (Å):
1 C 1.06 1.39 -1.35
2 N 0.64 1.20 0.06
3 C -0.84 1.17 0.45
4 C -1.00 0.15 1.56
5 C -1.56 -1.17 0.92
6 O -0.61 -1.88 0.32
7 C 0.60 0.16 -2.19
8 H 0.64 2.32 -1.76
9 H 2.11 1.58 -1.43
10 H 1.00 0.29 0.43
11 H -1.01 2.19 0.84
12 H -1.54 1.07 -0.38
13 H -0.08 -0.14 1.98
14 H -1.66 0.60 2.34
15 H -2.07 -1.64 1.83
16 H -2.33 -0.99 0.13
17 H 1.34 -0.65 -1.68
18 H -0.38 -0.02 -1.91
19 H 0.75 0.23 -3.20
20 H 1.82 -1.69 1.63
21 H 1.14 -2.20 0.56
22 O 1.97 -1.98 0.86

The value obtained for the orbital gap is 6.956 eV. Its total charge is -1.

---

*R*
Computed, not measured: a structure of composition C5H14NO2, with wB97M-V/def2-TZVPD.

Cartesian coordinates (Å):
1 C -3.47 0.45 -0.50
2 C -2.05 0.66 -0.03
3 N -1.49 -0.64 0.31
4 C 0.36 0.79 1.33
5 C 0.41 -0.58 0.60
6 C 1.76 -0.67 -0.22
7 O 2.98 -0.42 0.46
8 H -3.31 -0.13 -1.44
9 H -4.11 -0.13 0.23
10 H -4.03 1.44 -0.69
11 H -1.40 1.06 -0.95
12 H -2.05 1.48 0.67
13 H 0.51 -1.41 1.31
14 H 0.25 1.59 0.60
15 H 1.25 1.00 1.92
16 H -0.54 0.82 1.98
17 H -0.52 -0.95 -0.12
18 H 1.57 0.09 -0.94
19 H 2.02 -1.51 -0.83
20 H 3.72 -0.89 -0.22
21 H 3.89 -0.59 -1.85
22 O 4.26 -1.45 -1.63

The value obtained for the orbital gap is 7.015 eV. Its total charge is -1.

---

Which of them is most stable? Easy: *P*.